one.
{
  "formula": "C4H14N2OS",
  "method": "ωB97M-V/def2-TZVPD",
  "symbols": ["C", "N", "C", "C", "S", "C", "N", "H", "H", "H", "H", "H", "H", "H", "H", "H", "H", "H", "H", "H", "H", "O"],
  "xyz": [[0.235, -1.297, 1.095], [-0.530, -1.127, -0.141], [0.186, -1.036, -1.415], [0.655, 0.288, -1.834], [2.552, 0.615, -1.547], [0.766, -0.035, 1.858], [-0.124, 1.085, 2.120], [1.184, -1.908, 0.979], [-0.322, -1.979, 1.799], [-1.134, -0.312, -0.035], [0.969, -1.800, -1.485], [-0.690, -1.262, -2.173], [0.191, 1.099, -1.161], [0.417, 0.633, -2.859], [2.887, -0.650, -1.621], [1.678, 0.399, 1.322], [1.247, -0.505, 2.775], [-0.635, 1.480, 1.340], [-0.711, 0.820, 2.863], [-2.831, 1.083, -0.238], [-2.812, 2.460, -1.135], [-3.178, 1.950, -0.506]],
  "mulliken_charge": [-0.53, -0.17, -0.52, -0.44, -0.24, -0.49, -0.51, 0.29, 0.34, -0.05, 0.38, 0.25, 0.16, 0.43, 0.11, 0.22, 0.35, 0.20, 0.25, 0.32, 0.30, -0.64],
  "homo_energy_ev": -8.8,
  "smiles": "NCCNCCS.O",
  "orbital_gap_ev": 9.35,
  "lumo_ev": 0.544
}

---

two.
{
  "formula": "C4H14N2OS",
  "method": "ωB97M-V/def2-TZVPD",
  "symbols": ["C", "N", "C", "C", "S", "C", "N", "H", "H", "H", "H", "H", "H", "H", "H", "H", "H", "H", "H", "H", "H", "O"],
  "xyz": [[0.011, -2.104, 0.053], [0.912, 0.535, -0.466], [0.220, 1.282, 0.529], [-1.234, 1.171, 0.244], [-2.195, 2.484, 1.168], [0.444, -2.576, -1.348], [-0.110, -1.813, -2.488], [0.773, -2.300, 0.752], [-1.068, -2.368, 0.201], [0.550, -0.635, -0.277], [0.607, 2.348, 0.659], [0.219, 0.888, 1.638], [-1.455, 1.365, -0.796], [-1.738, 0.124, 0.509], [-0.547, 2.914, 2.430], [1.566, -2.398, -1.522], [0.399, -3.623, -1.528], [-0.926, -1.272, -2.185], [0.487, -1.218, -3.059], [0.812, 3.707, 2.809], [1.904, 0.651, -0.255], [0.371, 2.838, 2.931]],
  "mulliken_charge": [-0.62, -0.47, -0.45, -0.36, -0.37, -0.53, -0.56, 0.38, 0.35, 0.11, 0.34, 0.30, 0.32, 0.18, 0.26, 0.27, 0.39, 0.26, 0.27, 0.30, 0.29, -0.67],
  "homo_energy_ev": -7.3,
  "orbital_gap_ev": 3.38,
  "lumo_ev": -3.921
}

---

Sorted by energy, starting with the most stable: one, two.